(1)
{
  "formula": "C31H28As2CdNOPS5",
  "method": "ωB97M-V/def2-TZVPD",
  "species": ["Cd", "O", "N", "C", "C", "C", "C", "C", "S", "H", "H", "H", "H", "S", "As", "S", "S", "S", "C", "C", "As", "C", "C", "C", "C", "C", "C", "C", "C", "C", "C", "C", "C", "P", "C", "C", "C", "C", "C", "C", "C", "C", "C", "C", "C", "C", "H", "H", "H", "H", "H", "H", "H", "H", "H", "H", "H", "H", "H", "H", "H", "H", "H", "H", "H", "H", "H", "H", "H", "H"],
  "positions_angstrom": [[1.85, 4.93, -0.93], [3.62, 3.45, -1.09], [3.97, 2.80, -0.01], [4.66, 1.65, -0.19], [5.08, 0.87, 0.86], [4.76, 1.28, 2.16], [4.03, 2.43, 2.33], [3.61, 3.23, 1.25], [2.68, 4.64, 1.49], [4.85, 1.43, -1.23], [5.64, -0.03, 0.67], [5.06, 0.69, 3.02], [3.73, 2.76, 3.31], [-0.74, 6.77, 0.20], [-0.27, 6.74, -1.90], [-0.17, 4.53, -2.38], [1.88, 7.24, -2.04], [-1.50, 7.82, -3.23], [1.12, -0.60, -0.07], [-0.12, -1.34, 0.43], [-1.08, -2.25, -1.03], [-0.03, -3.92, -0.94], [0.63, -4.35, -2.09], [1.41, -5.50, -2.09], [1.54, -6.24, -0.92], [0.88, -5.83, 0.23], [0.10, -4.68, 0.22], [-2.62, -2.86, 0.01], [-3.31, -1.97, 0.83], [-4.46, -2.36, 1.51], [-4.95, -3.65, 1.36], [-4.28, -4.54, 0.54], [-3.13, -4.15, -0.13], [0.93, 1.21, -0.51], [-0.57, 1.09, -1.55], [-1.88, 1.04, -1.06], [-2.95, 0.85, -1.93], [-2.72, 0.72, -3.29], [-1.43, 0.80, -3.79], [-0.36, 0.99, -2.92], [0.26, 1.87, 1.06], [0.60, 1.34, 2.31], [0.19, 1.96, 3.48], [-0.55, 3.13, 3.42], [-0.88, 3.68, 2.19], [-0.48, 3.06, 1.02], [1.53, -1.07, -0.97], [1.93, -0.65, 0.66], [-0.81, -0.64, 0.90], [0.14, -2.09, 1.18], [0.53, -3.77, -3.00], [1.92, -5.81, -2.99], [2.15, -7.13, -0.91], [0.98, -6.41, 1.14], [-0.41, -4.38, 1.12], [-2.95, -0.95, 0.95], [-4.98, -1.65, 2.14], [-5.85, -3.95, 1.89], [-4.66, -5.55, 0.41], [-2.62, -4.86, -0.77], [-2.07, 1.18, -0.01], [-3.96, 0.83, -1.54], [-3.56, 0.59, -3.97], [-1.25, 0.74, -4.86], [0.64, 1.09, -3.31], [1.19, 0.43, 2.38], [0.47, 1.53, 4.44], [-0.85, 3.63, 4.34], [-1.40, 4.63, 2.11], [-0.72, 3.54, 0.07]],
  "e_lumo_ha": 0.1260,
  "total_charge": -2
}


(2)
{
  "formula": "C31H28Cl3N8O4SeTi",
  "method": "ωB97M-V/def2-TZVPD",
  "species": ["Ti", "O", "C", "N", "C", "O", "C", "C", "C", "C", "C", "N", "C", "C", "C", "C", "C", "N", "H", "H", "H", "H", "H", "H", "H", "H", "Se", "N", "C", "C", "C", "C", "N", "C", "N", "H", "H", "H", "O", "N", "C", "C", "C", "C", "C", "C", "C", "C", "C", "C", "C", "C", "O", "H", "H", "H", "H", "H", "H", "H", "H", "H", "H", "H", "H", "H", "H", "H", "H", "H", "Cl", "C", "Cl", "Cl", "C", "N"],
  "positions_angstrom": [[-0.29, -1.18, 0.42], [3.50, -1.92, 1.57], [2.42, -2.02, 1.08], [1.23, -1.43, 1.51], [1.12, -0.78, 2.76], [1.97, -0.18, 3.34], [-0.28, -0.99, 3.27], [-0.61, -0.75, 4.59], [-1.90, -1.06, 5.01], [-2.79, -1.60, 4.10], [-2.39, -1.78, 2.78], [-1.16, -1.47, 2.36], [2.10, -2.88, -0.11], [3.01, -3.81, -0.58], [2.65, -4.60, -1.66], [1.41, -4.38, -2.25], [0.57, -3.41, -1.73], [0.89, -2.69, -0.65], [0.15, -0.36, 5.25], [-2.19, -0.90, 6.04], [-3.79, -1.87, 4.39], [-3.07, -2.20, 2.05], [3.97, -3.90, -0.08], [3.31, -5.36, -2.03], [1.10, -4.95, -3.11], [-0.39, -3.20, -2.19], [1.55, 4.57, -2.62], [2.47, 3.29, -3.12], [2.68, 2.02, -3.13], [3.77, 1.48, -3.90], [3.92, 0.14, -3.98], [2.98, -0.69, -3.32], [1.96, -0.25, -2.62], [1.80, 1.07, -2.46], [0.75, 1.52, -1.75], [4.42, 2.18, -4.40], [4.74, -0.29, -4.54], [3.08, -1.77, -3.37], [-0.49, -0.49, -1.30], [-0.49, 0.84, -1.51], [1.29, 3.02, 1.73], [1.81, 2.63, 0.34], [2.76, 1.43, 0.40], [0.60, 2.50, -0.63], [0.22, 3.89, -1.08], [-1.14, 4.15, -1.43], [-2.18, 3.35, -1.02], [-2.00, 2.27, -0.18], [-3.18, 1.81, 0.61], [-3.61, 0.42, 0.10], [-2.94, 1.82, 2.13], [-0.66, 1.59, -0.15], [-0.43, 0.65, 0.79], [2.12, 3.36, 2.34], [0.84, 2.17, 2.22], [0.56, 3.83, 1.68], [2.39, 3.48, -0.05], [2.22, 0.49, 0.35], [3.31, 1.45, 1.34], [3.50, 1.45, -0.40], [0.59, 4.67, -0.40], [-1.38, 5.11, -1.89], [-3.19, 3.70, -1.20], [-4.00, 2.50, 0.40], [-2.87, -0.33, 0.36], [-3.76, 0.41, -0.98], [-4.56, 0.15, 0.58], [-2.07, 1.22, 2.40], [-3.82, 1.43, 2.62], [-2.78, 2.84, 2.48], [-4.54, -2.59, -2.59], [-3.84, -3.76, -1.47], [-3.16, -5.15, -2.33], [-5.03, -4.28, -0.25], [-2.76, -3.09, -0.75], [-1.93, -2.56, -0.19]],
  "e_lumo_ha": -0.3899,
  "relative_energy_ev": 2.713,
  "total_charge": 3
}


Across the entries above, orbital gap takes the values 4.5 6.1 eV, respectively.
Across the entries above, HOMO takes the values -1.07 -16.68 eV, respectively.